This record from OMol25 describes a molecular structure, C44H53CsN5O4PS5. The level of theory is wB97M-V/def2-TZVPD.

Geometry as XYZ:
```
113
C44H53CsN5O4PS5 | OMol25 | wB97M-V/def2-TZVPD
Cs 0.57151 -0.49208 -0.09345
C 1.40028 3.76818 2.41139
C 0.30842 3.23112 3.33627
S -1.07862 2.37177 2.54419
C -1.79536 3.74026 1.60088
C -1.24564 3.93482 0.18520
S -1.99996 2.72911 -0.93376
C -1.27129 3.15400 -2.55221
C 0.13188 3.75098 -2.51615
S 1.31421 2.61520 -1.77236
C 2.38855 3.82003 -0.93670
C 3.13819 3.23939 0.26545
S 2.09703 2.39674 1.47591
H 0.99396 4.53017 1.74101
H 2.17310 4.24222 3.02372
H 0.73495 2.48133 4.00870
H -0.08421 4.04080 3.95612
H -2.87175 3.56020 1.57153
H -1.64253 4.65356 2.18128
H -1.46972 4.95008 -0.15270
H -0.16986 3.77266 0.17326
H -1.26908 2.21073 -3.10609
H -1.93723 3.84390 -3.07345
H 0.43542 3.98080 -3.54129
H 0.13657 4.68599 -1.95311
H 3.12743 4.19919 -1.64699
H 1.76188 4.66306 -0.62587
H 3.84645 2.47464 -0.05223
H 3.69033 4.04019 0.76402
N -2.29122 -1.97246 1.21394
C -3.74119 -1.92792 1.31226
C -4.24789 -0.52412 1.60310
N -3.52816 0.47172 0.81976
H -1.93928 -2.91824 1.16162
H -1.81489 -1.46503 1.94932
H -4.16796 -2.59715 2.07152
H -4.14255 -2.24997 0.34595
H -4.10829 -0.29082 2.66567
H -5.33002 -0.54113 1.42284
H -4.05382 1.32794 0.71204
H -3.27529 0.13455 -0.10254
O 7.36505 -4.12535 -0.55665
C 6.36964 -4.67652 -0.04723
O 6.14685 -5.89268 0.16229
C 5.16744 -3.74328 0.22602
C 4.00545 -4.25024 0.79747
C 2.92072 -3.41006 0.97607
N 2.91713 -2.11757 0.63355
C 4.04903 -1.61567 0.11706
C 5.18536 -2.39121 -0.09510
C 4.02720 -0.12416 -0.23283
O 5.10749 0.46339 -0.36885
O 2.86017 0.37868 -0.35058
H 3.97189 -5.29897 1.06182
H 1.99545 -3.79013 1.40684
H 6.07422 -1.94690 -0.51860
C 1.09420 -4.36384 -1.71146
C 2.33198 -4.15210 -2.54836
C 3.36379 -5.08429 -2.49894
C 4.51421 -4.93575 -3.26052
C 4.61741 -3.85818 -4.12666
C 3.59589 -2.91842 -4.18496
C 2.46495 -3.02473 -3.37798
P 1.17388 -1.72650 -3.21354
C 1.92773 -0.25408 -4.04336
C 3.15749 0.14945 -3.50564
C 3.80516 1.30382 -3.91009
C 3.20979 2.10936 -4.87049
C 1.97473 1.74686 -5.38654
C 1.30892 0.58314 -4.98907
C -0.05658 0.31098 -5.57768
C -0.19343 -2.37238 -4.20686
C 0.04612 -3.18880 -5.31560
C -0.96692 -3.74596 -6.07738
C -2.29467 -3.48320 -5.67284
C -2.57518 -2.69696 -4.58981
C -1.54930 -2.05583 -3.79084
C -1.89637 -1.20048 -2.75206
H 1.19145 -5.27010 -1.11158
H 0.20181 -4.44034 -2.33816
H 0.93804 -3.52238 -1.03336
H 3.28471 -5.92207 -1.81526
H 5.32959 -5.63904 -3.14891
H 5.50668 -3.72592 -4.73182
H 3.70106 -2.06571 -4.84409
H 3.61655 -0.45179 -2.73064
H 4.74711 1.57348 -3.44679
H 3.69036 3.02399 -5.20148
H 1.49521 2.38591 -6.12298
H -0.37498 1.17204 -6.17100
H -0.80714 0.12949 -4.80190
H -0.05885 -0.57092 -6.21917
H 1.07796 -3.39995 -5.58174
H -0.74837 -4.38234 -6.92555
H -3.11927 -3.92182 -6.22943
H -3.61018 -2.51886 -4.30984
H -1.16886 -0.70530 -2.12818
H -2.94441 -1.05732 -2.50314
N 2.46501 -3.67028 7.13884
C 2.67915 -2.38548 6.81255
S 3.61685 -1.39461 7.72447
C 1.95544 -1.94025 5.58314
C 2.59129 -1.20471 4.60518
C 1.89056 -0.86967 3.45219
N 0.60835 -1.18598 3.25732
C -0.00770 -1.86677 4.22222
C 0.62418 -2.28274 5.38538
H 2.99680 -4.04732 7.90571
H 2.08824 -4.30539 6.45326
H 3.63000 -0.92455 4.72002
H 2.38840 -0.33435 2.65215
H -1.05301 -2.10657 4.05653
H 0.07196 -2.83322 6.13665
```

Summary:
Lowest unoccupied orbital energy: 2.90 eV
HOMO level: -0.843 eV
Calculated total energy: -4635.73714 hartree
Charge: -2
Energy relative to the best compared isomer or geometry (same formula, charge and spin): 0.00 kJ/mol

This record from OMol25 describes 2 unconnected molecules or ions with the total composition C2H7N4S. The level of theory is wB97M-V/def2-TZVPD.

Geometry as XYZ:
```
14
C2H7N4S | OMol25 | wB97M-V/def2-TZVPD
C -1.26319 0.77327 -0.17926
C 0.70015 0.91241 1.65680
N 2.38410 -2.59177 -1.45604
N 1.68237 -1.73947 -1.14421
N 1.10456 -0.87870 -0.73463
N -2.45895 0.79966 -0.69463
S -1.02238 1.38881 1.38743
H 1.48135 0.91389 0.90836
H 0.71982 -0.05261 2.13694
H 0.79769 1.79769 2.22966
H 2.14391 -3.48448 -1.73676
H -0.34815 0.26427 -0.59888
H -2.71741 0.83411 -1.64780
H -3.20388 1.06292 -0.12699
```

Summary:
Lowest unoccupied orbital energy: -4.53 eV
HOMO level: -13.959 eV
Calculated total energy: -697.25539 hartree
Charge: +1
Energy relative to the best compared isomer or geometry (same formula, charge and spin): 237.92 kJ/mol

This record from OMol25 describes 3 unconnected molecules or ions with the total composition C15H44N6O4P2Si. The level of theory is wB97M-V/def2-TZVPD.

Geometry as XYZ:
```
72
C15H44N6O4P2Si | OMol25 | wB97M-V/def2-TZVPD
C 3.39953 -0.18862 -2.56351
N 3.98675 -1.18192 -1.69936
C 5.44476 -1.13808 -1.78735
P 3.33897 -2.38865 -0.72727
O 3.77261 -1.63317 0.55274
N 1.68358 -2.28217 -0.31132
C 0.62518 -1.52580 -0.95100
C 1.37977 -2.33884 1.13106
N 2.84043 -3.25720 -2.19883
C 3.80506 -4.31127 -2.53116
C 2.21126 -2.80011 -3.42865
H 3.61342 -0.41563 -3.61433
H 3.80252 0.81013 -2.35945
H 2.32379 -0.09283 -2.46947
H 5.80496 -1.85412 -2.53246
H 5.90901 -1.38657 -0.82727
H 5.82348 -0.14601 -2.05920
H 0.91860 -0.50829 -1.19893
H -0.26334 -1.41341 -0.31376
H 0.23869 -2.05053 -1.82325
H 1.48329 -1.35110 1.59826
H 2.04379 -3.04383 1.64661
H 0.36332 -2.70223 1.31527
H 4.65572 -3.90519 -3.08442
H 3.34283 -5.10167 -3.13241
H 4.18991 -4.78499 -1.62183
H 2.94359 -2.55310 -4.19909
H 1.56393 -1.93363 -3.30962
H 1.56895 -3.59539 -3.81869
C -6.01996 -0.24369 -2.13657
N -5.05808 -0.65254 -1.14367
C -5.00239 -2.11016 -1.05598
P -4.10228 0.19262 -0.05145
O -2.82055 -0.18469 -0.83379
N -3.85834 1.86331 -0.32336
C -4.63338 2.78228 -1.13348
C -2.45228 2.30686 -0.37049
N -5.57581 0.62638 0.84796
C -5.76298 -0.26482 1.99807
C -6.88136 1.09117 0.40439
H -7.03306 -0.53487 -1.83599
H -5.82170 -0.71525 -3.10604
H -6.03783 0.82280 -2.33030
H -5.67516 -2.47248 -0.27255
H -3.99071 -2.45624 -0.81982
H -5.27931 -2.60233 -1.99545
H -4.89616 2.37461 -2.10696
H -4.09342 3.71334 -1.35651
H -5.51542 3.13049 -0.59841
H -2.02176 2.15818 -1.36907
H -1.84217 1.76230 0.36091
H -2.35407 3.36523 -0.10711
H -6.24644 -1.19786 1.69755
H -6.37128 0.20859 2.77636
H -4.79958 -0.51639 2.45411
H -7.58535 0.26933 0.26345
H -6.86624 1.66475 -0.52015
H -7.29741 1.76362 1.16060
O 2.64287 1.89758 5.19869
C 3.22371 1.68768 4.00842
O 2.72367 0.61352 3.13250
C 4.46000 2.61073 3.41977
C 5.42204 3.14869 4.63465
Si 5.10129 5.08110 4.74567
H 3.49197 0.07538 2.75887
H 3.94319 3.53914 2.88995
H 5.05528 2.04413 2.57941
H 6.54891 2.95753 4.38317
H 5.19868 2.68736 5.68669
H 4.04738 5.50429 3.83348
H 6.39744 5.70162 4.40754
H 4.82366 5.38092 6.14359
```

Summary:
Lowest unoccupied orbital energy: -1.41 eV
HOMO level: -7.400 eV
Calculated total energy: -2199.19089 hartree
Charge: 0

This record from OMol25 describes a gas-phase ion, C30H39N4O2S (charge +1). The level of theory is wB97M-V/def2-TZVPD.

Geometry as XYZ:
```
76
C30H39N4O2S | OMol25 | wB97M-V/def2-TZVPD
C -2.03349 -3.56605 -1.30498
C -1.90731 -2.08661 -1.49946
N -0.54635 -1.61087 -1.49165
C 0.47965 -2.57089 -1.84170
N 0.21803 -3.87042 -2.07161
C -1.13977 -4.40146 -2.18494
C 1.19546 -4.87280 -2.50959
C 2.55124 -4.72553 -1.87834
C 3.15722 -3.41966 -2.29076
S 2.05044 -1.95405 -2.17988
H -1.81538 -3.81695 -0.25595
H -3.06289 -3.86300 -1.49943
H -2.37686 -1.77206 -2.43947
H -2.33181 -1.54612 -0.66288
H -1.13764 -5.46069 -1.86822
H -1.43362 -4.37518 -3.25155
H 0.77497 -5.87769 -2.34261
H 1.30218 -4.82153 -3.60009
H 2.42378 -4.77108 -0.80267
H 3.17316 -5.56618 -2.20548
H 4.01896 -3.19102 -1.66499
H 3.47953 -3.46031 -3.33336
C -4.49771 3.65482 -5.62357
O -4.10696 2.27960 -5.66367
C -3.28828 1.73823 -4.72914
C -2.92071 0.36823 -4.88472
C -2.13348 -0.23560 -3.93999
C -1.79374 0.42934 -2.76272
C -0.71283 -0.30037 -1.75686
C -0.68455 0.61822 -0.46135
C 0.18465 0.40326 0.55867
N 0.70296 1.33846 1.43041
C 1.46436 0.90923 2.62583
C 0.58999 0.09266 3.56683
C 1.34546 -0.37539 4.78735
C 0.86626 -0.05742 6.06215
C 1.62756 -0.38176 7.19629
C 2.83803 -1.06961 7.04497
C 3.28010 -1.45314 5.77107
C 2.52161 -1.11316 4.64107
C 1.93770 2.22850 3.19416
O 2.64208 2.40189 4.18065
N 1.45284 3.23380 2.39914
C 1.59732 4.62073 2.73822
C 0.51847 2.80967 1.37655
C 0.93571 3.43814 0.02972
C -0.91682 3.17195 1.79137
C -2.05975 1.80335 -2.64866
C -2.80824 2.45116 -3.60915
H -5.24329 3.72121 -6.41337
H -4.93343 3.93057 -4.66298
H -3.64829 4.30049 -5.84595
H -3.23463 -0.14297 -5.78132
H -1.71849 -1.21566 -4.17541
H 0.17850 -0.29558 -2.49948
H -1.28806 1.47041 -0.21882
H 0.57252 -0.61018 0.74779
H 2.33560 0.30927 2.29647
H -0.26769 0.71131 3.87611
H 0.19457 -0.78489 3.02590
H -0.08356 0.47154 6.14602
H 1.26266 -0.09128 8.18521
H 3.43894 -1.31459 7.92883
H 4.21059 -2.01223 5.64588
H 2.84649 -1.39934 3.63640
H 2.24578 4.69731 3.60555
H 2.04094 5.18981 1.91512
H 0.63206 5.08400 2.97597
H 2.02924 3.36806 -0.06024
H 0.47416 2.95993 -0.84148
H 0.65217 4.49758 0.04240
H -1.08026 2.84173 2.82881
H -1.03014 4.25876 1.73330
H -1.67340 2.70956 1.15268
H -1.56018 2.40173 -1.88415
H -2.97431 3.53888 -3.49425
```

Summary:
Lowest unoccupied orbital energy: -2.98 eV
HOMO level: -10.160 eV
Calculated total energy: -1933.92926 hartree
Charge: +1
Energy relative to the best compared isomer or geometry (same formula, charge and spin): 0.00 kJ/mol

This record from OMol25 describes 2 unconnected molecules or ions with the total composition C4HF7S2. The level of theory is wB97M-V/def2-TZVPD.

Geometry as XYZ:
```
14
C4HF7S2 | OMol25 | wB97M-V/def2-TZVPD
C -1.09601 -0.63747 1.80383
C -0.09586 0.23928 -0.68646
C 0.94843 1.21136 -0.35618
C 0.32686 -1.12392 -1.19013
F -1.02968 0.76046 -1.50093
F 1.69112 0.80579 0.73979
F 1.87568 1.27299 -1.33123
F 0.58888 2.48756 -0.03384
F 1.15705 -1.72524 -0.38750
F 0.89788 -1.00324 -2.45656
F -0.68094 -1.99905 -1.36334
S -0.71364 -2.13280 1.87130
S -1.70318 0.89673 1.72768
H -2.16658 0.94755 3.16358
```

Summary:
Lowest unoccupied orbital energy (alpha / beta): -1.70 / -1.22 eV
HOMO level (alpha / beta): -7.821 / -9.577 eV
Calculated total energy: -1648.33184 hartree
Charge: 0
Energy relative to the best compared isomer or geometry (same formula, charge and spin): 343.50 kJ/mol

This record from OMol25 describes a gas-phase ion, C8H12NOS (charge -1). The level of theory is wB97M-V/def2-TZVPD.

Geometry as XYZ:
```
23
C8H12NOS | OMol25 | wB97M-V/def2-TZVPD
C 2.12915 2.24208 0.02269
C 3.38530 1.48716 0.07945
C 0.88374 1.53830 0.06239
C 3.64717 0.21460 0.16892
C -1.38816 -0.24078 1.09750
C 0.55803 -1.94324 0.20975
C -0.85488 -0.48492 -1.29204
C -0.23703 -0.61857 0.11108
N 0.83441 0.29190 0.14836
O -0.25114 2.33467 -0.23922
S 4.08005 -1.33312 -0.03748
H 2.06353 3.25938 0.04495
H 4.28251 2.09282 0.06535
H -2.24011 -0.84033 0.84848
H -1.14424 -0.56409 2.12186
H -1.65526 0.82106 1.23776
H 0.66526 -2.05260 1.33948
H 0.09552 -2.90744 -0.15468
H 1.48805 -1.69316 -0.23060
H -0.01992 -0.21363 -1.98796
H -1.45672 -1.28599 -1.64866
H -1.36673 0.49287 -1.33643
H -0.00821 3.18113 -0.69452
```

Summary:
Lowest unoccupied orbital energy: 3.51 eV
HOMO level: -1.928 eV
Calculated total energy: -840.13744 hartree
Charge: -1
Energy relative to the best compared isomer or geometry (same formula, charge and spin): 127.09 kJ/mol